No. 1
This record from the Open Molecules 2025 dataset describes a cluster of 2 separate species, C14H21N3O5 in total. The level of theory is ωB97M-V/def2-TZVPD.

The total charge is 0. The calculation puts the LUMO energy at 0.022 Ha. The SMILES is CNC(=O)[C@H](CC(N)=O)NC(C)=O.Cc1cc(O)ccc1O.

The geometry in XYZ format:
```
43
Properties=species:S:1:pos:R:3:forces:R:3:lowdin_charge:R:1
O 1.7633 -0.6816 -2.8543 0.374 -0.176 0.063 0.026
O -1.2106 4.6232 -0.8384 0.573 -0.134 0.660 0.044
O -2.7923 1.4247 -1.8899 0.463 0.111 0.440 0.059
O 1.3530 -1.3505 0.0276 0.066 0.065 -0.427 0.007
O 1.8815 -3.3837 5.1580 0.036 0.196 0.271 0.045
C 0.7706 0.0307 -2.8163 0.122 -1.282 -0.883 -0.541
C -1.4035 4.1880 -1.9588 0.990 -0.623 1.334 -0.582
C -1.7565 1.1109 -1.3060 -0.783 0.019 -1.426 -0.462
C 1.5596 -3.2535 1.4930 0.009 0.137 0.576 -0.021
C 1.6872 -3.7543 2.7965 -0.017 0.811 -0.341 -0.017
C 1.6037 -1.0049 2.3655 -0.046 -0.617 0.107 0.026
C 1.5099 -1.8741 1.2798 0.171 -0.674 0.488 -0.327
C 1.7715 -2.8805 3.8883 -0.091 -0.466 -0.958 -0.283
C 1.7369 -1.4928 3.6734 -0.078 0.089 -0.100 -0.200
N -2.3651 4.6949 -2.6927 -0.914 0.345 -1.513 0.186
N -1.6788 0.0447 -0.4976 0.678 -0.334 0.709 0.032
N 0.6910 1.0042 -1.9050 -0.714 1.136 0.908 0.108
C -0.3563 -0.2326 -3.7960 0.170 0.299 0.189 0.028
C 1.8298 -0.5290 4.8288 0.015 -0.132 -0.039 -0.038
C -2.8090 -0.8150 -0.1533 0.014 0.429 -0.273 -0.048
C -0.5537 3.0669 -2.5371 -0.754 -0.317 0.074 -0.049
C -0.4424 1.8791 -1.5580 0.677 0.142 0.002 -0.192
H 1.6900 -1.9573 -0.6578 -0.214 0.444 0.292 0.111
H 1.8862 -4.3530 5.1404 -0.007 0.440 -0.143 0.108
H 1.4856 -3.9382 0.6542 0.006 0.050 0.042 0.113
H 1.7151 -4.8270 2.9554 0.011 0.021 0.020 0.111
H 1.5689 0.0636 2.1819 0.042 -0.046 0.078 0.120
H -2.9281 5.3957 -2.2465 -0.237 0.056 -0.205 0.122
H -2.6052 4.2737 -3.5697 -0.330 0.141 -0.030 0.110
H -0.7718 -0.1886 -0.1125 -0.083 -0.037 -0.107 0.115
H 1.5060 1.0674 -1.3141 -0.014 -0.144 0.007 0.149
H -0.0072 -0.9397 -4.5466 0.094 0.063 0.177 0.088
H -0.6490 0.6879 -4.2906 -0.295 0.070 -0.024 0.074
H -1.2063 -0.6660 -3.2745 -0.199 0.105 0.004 0.081
H 0.9783 -0.6686 5.5013 0.166 0.028 0.053 0.087
H 1.8286 0.5083 4.4805 -0.007 -0.206 0.013 0.077
H 2.7514 -0.7038 5.3917 -0.168 0.031 0.059 0.086
H -3.5949 -0.2210 0.3185 0.007 -0.109 -0.071 0.088
H -2.4867 -1.5961 0.5368 0.108 0.178 -0.115 0.086
H -3.2121 -1.2762 -1.0569 -0.065 0.009 0.077 0.084
H 0.4366 3.4760 -2.7317 0.077 -0.113 0.116 0.133
H -0.9835 2.7375 -3.4799 0.039 -0.098 -0.129 0.102
H -0.1918 2.3104 -0.5874 0.109 0.092 0.024 0.153
```
Forces are in eV/Å.

No. 2
This record from the Open Molecules 2025 dataset describes an isolated molecule of C14H21N5O2. The level of theory is ωB97M-V/def2-TZVPD.

The total charge is 0. The calculation puts the LUMO energy at 0.022 Ha. The SMILES is CCCn1nnnc1NCc1cccc(OC)c1OCC.

The geometry in XYZ format:
```
42
Properties=species:S:1:pos:R:3:forces:R:3:lowdin_charge:R:1
C 1.8293 -1.4261 -4.6124 -0.195 -0.076 0.118 -0.110
C 0.5156 -1.5825 -3.8589 0.120 0.200 -0.012 -0.239
H 0.6058 -2.3768 -3.1140 -0.083 -0.019 -0.010 0.104
H -0.2787 -1.8646 -4.5527 -0.054 -0.024 0.087 0.115
C 0.1188 -0.2772 -3.1644 0.247 -0.249 -0.393 -0.159
N -1.1082 -0.4132 -2.4389 -0.531 -0.489 1.463 -0.071
C -1.3519 -0.9935 -1.2311 -0.278 0.382 -1.059 -0.393
N -2.6449 -0.8873 -0.9815 0.633 -0.567 0.858 0.061
N -3.1689 -0.2543 -2.0259 -0.776 0.300 -0.270 -0.058
N -2.2997 0.0314 -2.8933 0.294 0.530 -1.061 0.025
N -0.4268 -1.6358 -0.4865 0.474 -0.188 -0.046 0.077
H 0.5332 -1.4168 -0.7134 -0.107 0.005 0.001 0.133
C -0.6823 -1.8106 0.9348 -0.151 -0.095 0.153 -0.118
C 0.3117 -1.0793 1.7982 0.033 0.190 -0.109 -0.134
C 0.9999 -1.7597 2.7936 -0.007 0.047 0.010 -0.050
C 1.8979 -1.0953 3.6019 -0.001 -0.041 0.020 -0.083
C 2.1440 0.2521 3.4033 0.031 0.143 0.011 -0.023
C 1.4916 0.9522 2.3977 -0.067 0.123 -0.129 -0.190
C 0.5433 0.2855 1.5962 0.056 -0.004 0.101 -0.148
O -0.1454 0.8775 0.5740 0.300 -0.255 0.104 -0.054
C -0.6132 2.2127 0.7291 -0.380 0.682 -0.132 -0.227
C -1.8060 2.4049 -0.1946 0.304 -0.260 0.252 -0.062
H -2.5780 1.6711 0.0231 -0.083 -0.021 -0.009 0.067
H -2.2154 3.4017 -0.0584 -0.034 0.137 -0.008 0.077
H -1.5063 2.2900 -1.2332 -0.010 -0.006 -0.134 0.066
H -0.9107 2.3795 1.7703 0.095 -0.030 -0.061 0.132
H 0.1842 2.9201 0.4746 -0.157 -0.150 0.126 0.118
O 1.7293 2.2718 2.1178 -0.235 -0.449 -0.191 -0.103
C 2.6146 2.9887 2.9425 0.156 0.115 0.121 -0.078
H 3.6312 2.5860 2.8896 -0.044 0.012 0.023 0.097
H 2.2782 2.9978 3.9840 0.023 -0.015 -0.034 0.099
H 2.6116 4.0064 2.5549 0.044 -0.053 0.070 0.096
H 2.8630 0.7512 4.0323 0.063 0.090 0.032 0.102
H 2.4209 -1.6214 4.3853 0.053 -0.049 0.070 0.104
H 0.8120 -2.8124 2.9393 -0.028 -0.131 -0.007 0.109
H -0.6453 -2.8805 1.1658 -0.075 0.173 0.116 0.121
H -1.6976 -1.4494 1.1226 0.096 -0.095 0.018 0.124
H 0.9049 0.0435 -2.4702 -0.073 0.067 -0.074 0.127
H -0.0388 0.5098 -3.9057 0.064 -0.007 0.140 0.129
H 2.0963 -2.3581 -5.1033 0.092 -0.036 -0.067 0.071
H 1.7444 -0.6508 -5.3701 0.056 0.081 -0.108 0.074
H 2.6334 -1.1541 -3.9315 0.137 0.032 0.022 0.072
```
Forces are in eV/Å.

No. 3
This record from the Open Molecules 2025 dataset describes a structure of composition C14H21N9O3PtS. The level of theory is ωB97M-V/def2-TZVPD.

The total charge is +2. The calculation puts the LUMO energy at -0.315 Ha.

The geometry in XYZ format:
```
49
Properties=species:S:1:pos:R:3:forces:R:3:lowdin_charge:R:1
Pt -0.9103 -0.5249 0.4186 -0.192 0.008 0.315 0.928
N -4.4264 -1.4871 2.6976 -0.079 0.000 0.059 0.179
C -3.4074 -1.0653 1.9859 -0.261 0.146 0.054 -0.761
S -2.3743 -2.0556 1.1320 0.109 -0.230 0.188 0.778
N -3.3078 0.3344 1.9630 0.146 0.106 -0.261 0.070
N -2.4321 0.7938 1.1818 0.421 -0.307 -0.275 -0.122
C -2.3786 2.1882 1.2333 0.337 0.313 -0.626 -0.037
C -2.0021 3.0165 0.2136 -0.200 -0.449 0.376 -0.091
C -1.9134 4.4226 0.4919 0.076 0.589 -0.273 -0.031
C -1.6125 5.3034 -0.4907 -0.084 -0.306 0.398 -0.007
C -1.3823 4.8702 -1.8601 -0.035 -0.061 -0.038 -0.017
C -1.4591 3.5785 -2.2079 0.116 0.066 0.054 0.022
C -1.7932 2.5565 -1.2142 -0.112 0.188 0.022 -0.325
O -1.9570 1.3948 -1.5210 -0.307 -0.125 0.062 0.066
H -4.6346 -2.4701 2.7956 0.005 0.009 0.006 0.140
H -5.0469 -0.8134 3.1256 -0.005 -0.015 0.007 0.145
H -2.7410 2.6028 2.1670 0.027 0.025 0.009 0.140
H -2.0883 4.7546 1.5078 -0.013 0.073 -0.040 0.125
H -1.5426 6.3603 -0.2692 0.000 -0.019 0.032 0.125
H -1.1635 5.6238 -2.6056 -0.015 0.001 0.002 0.126
H -1.3266 3.2371 -3.2260 0.027 -0.028 0.016 0.135
N 0.7948 1.3777 1.8597 0.003 -0.041 0.020 0.034
N 1.5427 1.9454 0.8337 -0.049 0.001 0.179 -0.004
C 1.4422 1.5527 -0.4527 0.202 0.110 -0.217 -0.379
N 2.2321 2.1905 -1.3096 0.020 0.035 0.137 0.223
N 0.5872 0.5643 -0.7613 -0.328 0.427 0.227 -0.003
N 0.4200 0.2153 -2.1151 0.224 0.006 -0.229 -0.417
O 1.0682 0.7780 -2.9840 -0.246 -0.203 -0.013 0.072
O -0.3773 -0.6568 -2.3157 0.073 -0.189 0.045 0.064
H 0.3324 2.1107 2.3836 -0.006 0.010 0.007 0.097
H 1.3893 0.8428 2.4827 0.028 -0.009 -0.007 0.108
H 2.2789 2.5958 1.0673 0.005 0.001 -0.017 0.163
H 2.8361 2.9336 -1.0019 0.008 0.002 0.073 0.136
H 2.1844 1.9412 -2.2882 0.014 0.022 0.063 0.098
C 1.2797 -5.1061 -0.7165 0.030 0.019 0.021 -0.017
C 2.0982 -3.9289 -0.1573 -0.098 0.038 0.001 -0.568
C 2.7697 -4.3041 1.1729 -0.022 0.038 -0.006 -0.022
C 3.1310 -3.4410 -1.1859 -0.010 0.019 0.015 -0.021
C 1.1576 -2.8179 0.0922 0.180 -0.204 0.007 -0.042
N 0.4287 -1.9564 0.2760 0.018 -0.072 -0.386 0.002
H 1.9602 -5.9391 -0.8918 0.001 0.015 -0.003 0.105
H 0.8052 -4.8459 -1.6623 -0.007 -0.004 0.015 0.098
H 0.5178 -5.4328 -0.0088 0.008 -0.001 -0.010 0.096
H 3.4793 -5.1081 0.9796 -0.016 0.005 -0.002 0.104
H 2.0405 -4.6595 1.9008 0.010 0.012 -0.005 0.097
H 3.3168 -3.4616 1.5966 0.000 -0.015 -0.005 0.095
H 3.8634 -4.2338 -1.3353 -0.018 -0.003 -0.007 0.104
H 3.6589 -2.5546 -0.8322 0.008 -0.021 -0.003 0.093
H 2.6620 -3.2228 -2.1454 0.007 0.017 0.017 0.097
```
Forces are in eV/Å.

No. 4
This record from the Open Molecules 2025 dataset describes a structure of composition C14H21NO2. The level of theory is ωB97M-V/def2-TZVPD.

The total charge is 0. The calculation puts the LUMO energy at 0.029 Ha.

The geometry in XYZ format:
```
38
Properties=species:S:1:pos:R:3:forces:R:3:lowdin_charge:R:1
O -1.6367 1.4943 1.9477 1.955 1.834 0.569 0.051
O 2.4123 2.2106 2.6624 0.204 0.055 0.048 -0.042
C -1.4140 0.3933 1.4891 -2.192 0.648 -0.376 -0.475
C -0.8360 -2.4307 -0.0999 0.410 1.899 -1.392 -0.031
C -1.1912 -1.6986 -1.1882 0.381 -2.486 2.844 -0.266
N -2.5738 -0.3068 1.4178 -0.336 -2.195 -0.825 0.170
C -1.3251 -2.0793 -2.6217 -0.096 0.061 -0.508 -0.094
C -0.9192 -0.5895 -2.8887 -0.070 0.695 -1.022 -0.101
C 1.5599 2.2185 0.3931 -0.337 -0.137 -0.003 -0.141
C -0.1485 -1.7495 1.0714 0.584 0.424 -0.487 -0.111
C 0.9703 0.4249 2.0231 0.125 -0.543 -0.758 -0.059
C 1.5567 -0.4822 -1.0468 -0.637 0.356 1.647 0.000
C 0.4897 1.7585 -0.5817 -0.882 -0.048 0.219 -0.124
C -0.9706 -0.2489 -1.3735 0.464 0.445 0.368 -0.194
C 1.2717 1.8936 1.8377 0.257 0.646 0.071 -0.377
C -0.0566 -0.1679 1.0110 -0.458 -0.710 -0.376 -0.238
C 0.2524 0.2383 -0.5029 0.189 -0.121 -0.463 -0.311
H 2.5361 3.1751 2.7437 -0.352 -0.714 -0.237 0.100
H -0.8084 -3.5064 -0.1243 -0.098 -0.289 -0.040 0.108
H -2.6263 -1.1421 0.8599 -0.127 -0.224 0.027 0.076
H -3.4521 0.1584 1.6504 0.887 -0.040 -0.103 0.127
H -0.6023 -2.8636 -2.9443 -0.512 0.595 0.141 0.122
H -2.3312 -2.3564 -2.9619 0.231 0.155 -0.007 0.109
H 0.0568 -0.4824 -3.3610 -0.074 0.048 -0.029 0.101
H -1.6750 0.0110 -3.4348 0.573 -0.473 0.031 0.114
H 1.6554 3.2856 0.3254 0.259 0.671 -0.216 0.114
H 2.4930 1.7670 0.1167 0.730 -0.153 -0.093 0.111
H -0.6906 -2.0327 1.9301 -0.556 -0.173 1.454 0.094
H 0.8518 -2.2074 1.2197 -0.313 0.382 -0.275 0.130
H 0.5943 0.2723 3.0245 0.088 -0.269 0.357 0.133
H 1.9159 -0.1059 1.8772 -0.005 -0.072 0.274 0.127
H 2.3736 -0.4793 -0.3191 -0.104 0.319 -0.002 0.086
H 1.4048 -1.5220 -1.2383 -0.395 -0.729 -0.278 0.075
H 1.9140 -0.0208 -1.9417 0.130 0.457 -0.604 0.076
H -0.4639 2.2939 -0.3494 0.598 -0.330 -0.349 0.135
H 0.8329 2.0095 -1.5917 -0.348 0.068 0.016 0.122
H -1.8738 0.3529 -1.2029 0.293 0.038 0.290 0.152
H 0.4541 2.5146 2.1719 -0.465 -0.090 0.086 0.133
```
Forces are in eV/Å.

Taking the records one at a time from the top gives energy above the lowest of the compared OMol25 structures with the same formula, charge and spin values of 0.259, 3.228, 0.486, 1.628 eV.
Taking the records one at a time from the top gives F_max values of 0.035, 0.032, 0.015, 0.074 Eh/bohr.
Taking the records one at a time from the top gives gap between HOMO and LUMO values of 8.81, 9.08, 6.04, 9.80 eV.